[1]
108
Properties=species:S:1:pos:R:3:mulliken_charge:R:1 method="wB97M-V/def2-TZVPD" e_homo_ev=-4.57 multiplicity=1 gap_ha=0.247 total_charge=-1 largest_force_ev_per_a=0.599
C 4.15971 -2.89658 -0.74551 -1.246
C 3.68735 -1.70794 -1.62495 0.581
C 4.44100 -0.39330 -1.35857 -0.685
I 4.99935 0.61306 -3.19558 -0.186
Al 3.21447 0.85010 -0.31010 -0.167
S 2.90387 -0.30099 1.65901 -0.335
C 4.16334 2.52591 0.23421 -0.340
C 5.59057 2.24139 0.70885 -0.362
N 6.02699 3.05192 1.87996 -0.727
C 1.63185 1.13723 -1.53379 -0.323
C 0.26715 1.70914 -1.10641 -0.655
C -0.74449 0.69528 -0.64143 0.629
O -0.59237 0.35869 0.72516 -0.417
C -0.76854 -0.99173 1.08132 0.231
H 5.07496 -2.69570 -0.17343 0.345
H 4.34386 -3.78219 -1.36882 0.353
H 3.37717 -3.19487 -0.03552 0.032
H 2.61814 -1.53496 -1.43344 -0.584
H 3.76023 -2.01449 -2.67524 0.438
H 5.39446 -0.59074 -0.85703 0.677
H 2.84877 -1.54847 1.20415 -0.157
H 3.63121 2.99365 1.07583 0.104
H 4.17021 3.25573 -0.58697 0.340
H 5.71111 1.17036 0.94818 0.193
H 6.29929 2.45765 -0.10294 0.281
H 5.74191 2.58582 2.74157 0.236
H 7.04568 3.12229 1.91302 0.225
H 2.04990 1.82535 -2.28535 0.475
H 1.41416 0.20816 -2.08828 -0.032
H -0.20995 2.18853 -1.98109 0.381
H 0.36112 2.49871 -0.34265 0.046
H -0.65577 -0.21322 -1.26844 -0.555
H -1.76454 1.10135 -0.78751 0.197
H -1.17998 -1.59086 0.25065 -0.287
H 0.20327 -1.42189 1.36136 -0.036
H -1.45376 -1.08608 1.94014 0.237
C -0.86828 -4.99128 3.56992 -1.413
C -1.06766 -5.18213 2.07293 0.833
C -0.82030 -6.62463 1.65922 -1.418
O -0.25041 -4.29220 1.32216 -0.059
H 0.16631 -5.23178 3.83446 0.435
H -1.06804 -3.96145 3.86132 0.264
H -1.53177 -5.63944 4.14356 0.396
H -2.08823 -4.89904 1.80362 -0.121
H 0.21201 -6.90460 1.88746 0.377
H -0.97956 -6.75701 0.58355 0.247
H -1.48211 -7.30486 2.19829 0.412
H 0.66845 -4.47753 1.55046 0.141
C -5.36635 -3.17335 3.97936 -1.304
C -4.78725 -4.45675 4.54545 0.708
C -5.79411 -5.21584 5.39582 -1.469
O -3.58842 -4.19191 5.26812 -0.498
H -5.66071 -2.50542 4.79462 0.422
H -4.62003 -2.66119 3.37696 0.218
H -6.24417 -3.36098 3.35919 0.387
H -4.45777 -5.09665 3.72291 0.175
H -6.09966 -4.60180 6.24809 0.346
H -5.35522 -6.13782 5.77907 0.357
H -6.68783 -5.46549 4.82194 0.371
H -3.80812 -3.60924 6.00664 0.305
C 1.66154 7.17675 0.84500 -1.535
C 0.82452 5.98060 0.41225 0.622
C -0.55225 5.98741 1.06022 -1.406
O 1.51266 4.76395 0.65941 -0.261
H 1.82126 7.14429 1.92708 0.490
H 2.64229 7.14484 0.36710 0.277
H 1.17642 8.11991 0.58980 0.371
H 0.70200 5.99884 -0.67188 0.184
H -0.45283 5.92587 2.14830 0.352
H -1.13146 5.12709 0.72354 0.325
H -1.10055 6.89988 0.81746 0.376
H 1.66157 4.67286 1.60941 0.224
C -0.13674 -2.73623 -3.34235 -0.790
C 0.04094 -4.14899 -2.80260 0.439
C -1.28877 -4.88130 -2.67704 -0.826
O 0.74548 -4.12787 -1.57348 -0.443
H -0.75513 -2.15094 -2.65446 -0.120
H 0.82826 -2.23678 -3.43228 0.168
H -0.62440 -2.73955 -4.31928 0.498
H 0.69792 -4.70818 -3.47244 0.294
H -1.94222 -4.34647 -1.97911 -0.184
H -1.13743 -5.89343 -2.29867 0.308
H -1.79838 -4.94037 -3.64034 0.445
H 0.23487 -3.62092 -0.93210 0.156
C -3.94278 -1.04295 -1.42562 -1.002
C -4.67094 -1.91551 -0.42411 0.505
C -4.14471 -3.34234 -0.43008 -0.597
O -6.08781 -1.89044 -0.62234 -0.596
H -4.09650 -1.41295 -2.44452 0.406
H -4.30602 -0.01593 -1.37914 0.365
H -2.87397 -1.03591 -1.21580 0.018
H -4.53472 -1.49196 0.56918 0.142
H -4.30611 -3.79718 -1.41240 0.413
H -4.66344 -3.94765 0.31598 0.294
H -3.07409 -3.36518 -0.21727 -0.284
H -6.25781 -2.24780 -1.50368 0.367
C 1.67218 7.75786 -4.66198 -1.280
C 1.42949 8.70276 -3.49487 0.358
C 2.57081 9.69352 -3.31817 -1.296
O 1.18805 7.98064 -2.29190 -0.427
H 2.57604 7.16863 -4.48493 0.333
H 0.83618 7.06742 -4.77431 0.324
H 1.80222 8.30650 -5.59656 0.396
H 0.50058 9.25204 -3.66365 0.241
H 3.49970 9.15720 -3.10505 0.335
H 2.36730 10.36645 -2.48450 0.316
H 2.72300 10.28891 -4.22014 0.401
H 1.98135 7.46869 -2.08320 0.283

[2]
133
Properties=species:S:1:pos:R:3:mulliken_charge:R:1 method="wB97M-V/def2-TZVPD" e_homo_ev=-9.79 multiplicity=1 gap_ha=0.369 largest_force_ev_per_a=5.066
C 7.00542 22.53893 -14.92530 -1.022
C 6.59792 21.61496 -16.12711 -0.368
O 6.11990 22.57736 -17.11502 -0.300
S 4.57033 22.35893 -17.70044 0.895
C 3.72759 23.27863 -16.39834 -0.829
O 4.31494 23.16188 -18.89427 -0.359
O 4.30333 20.89829 -17.73317 -0.635
H 7.75786 23.18524 -15.37719 0.290
H 7.35922 21.80571 -14.20052 0.359
H 6.22024 23.22863 -14.61559 0.296
H 7.53616 21.13894 -16.41205 0.366
H 5.84210 20.93007 -15.74271 0.333
H 4.05063 22.77766 -15.48577 0.390
H 2.68553 23.06915 -16.63989 0.276
H 3.97011 24.34067 -16.43528 0.300
C -1.07061 19.35169 -20.76762 -1.156
C -2.26559 18.62751 -20.25052 -0.189
O -2.67842 17.67849 -21.25381 -0.288
S -4.12293 16.85347 -20.91210 1.089
C -3.64776 15.18890 -21.58247 -0.960
O -4.27190 16.74724 -19.43738 -0.600
O -5.11288 17.31506 -21.89808 -0.527
H -0.71980 20.12873 -20.08847 0.285
H -1.35681 19.68587 -21.76487 0.286
H -0.17024 18.77111 -20.96853 0.423
H -2.02792 18.10867 -19.32186 0.299
H -3.12364 19.25805 -20.01758 0.330
H -3.83275 15.16836 -22.65645 0.322
H -4.32201 14.48156 -21.09960 0.375
H -2.61973 15.07153 -21.23975 0.313
C -3.63410 24.01358 -21.66157 -0.318
C -2.76582 23.08948 -20.83610 -0.256
O -1.53708 23.71871 -20.52637 -0.120
S -0.27770 23.52658 -21.52365 0.828
C 0.93948 23.77976 -20.07750 -1.070
O -0.29723 22.10963 -21.91724 -0.594
O -0.17341 24.66697 -22.44520 -0.306
H -3.39380 25.06747 -21.52142 -0.070
H -4.72341 24.04757 -21.64252 -0.046
H -3.55075 23.98331 -22.74797 0.355
H -3.23551 23.05756 -19.85301 0.242
H -2.60574 22.09842 -21.26069 0.238
H 1.99767 23.59764 -20.26502 0.461
H 0.75268 23.01904 -19.31954 0.351
H 0.81222 24.77697 -19.65622 0.377
C 4.98481 30.59048 -19.05720 -1.086
C 5.57886 29.15589 -19.28429 -0.284
O 4.50201 28.24796 -19.34490 -0.255
S 3.90776 27.68982 -20.71424 1.228
C 4.58954 25.94301 -20.80663 -0.716
O 2.46900 27.57106 -20.51594 -0.508
O 4.49134 28.53573 -21.79884 -0.709
H 5.60590 31.22604 -18.42600 0.372
H 4.01880 30.62183 -18.55329 0.284
H 4.83941 31.07074 -20.02483 0.292
H 6.21550 29.23980 -20.16506 0.267
H 6.22873 28.94150 -18.43588 0.373
H 4.69535 25.45236 -19.83907 0.234
H 5.60896 25.86560 -21.18464 0.405
H 3.83552 25.39097 -21.36771 0.102
C 1.04138 25.46548 -29.77756 -1.058
C -0.37798 25.72520 -29.17172 -0.369
O -0.39210 25.49305 -27.77942 -0.277
S -0.64501 26.82949 -26.78333 1.232
C -1.62393 25.92759 -25.60274 -0.855
O 0.59810 27.18145 -26.12302 -0.579
O -1.60471 27.70418 -27.39559 -0.640
H 1.74002 26.16520 -29.31887 0.278
H 1.04422 25.70454 -30.84101 0.371
H 1.31969 24.41190 -29.75257 0.292
H -0.56970 26.76641 -29.43100 0.310
H -1.16986 25.12044 -29.61366 0.332
H -2.24174 26.67611 -25.10662 0.287
H -1.04169 25.39562 -24.85034 0.194
H -2.31411 25.25075 -26.10635 0.482
C -6.35947 20.04257 -23.07490 -1.305
C -7.42013 20.90469 -22.46993 -0.057
O -6.80992 21.84646 -21.73011 -0.104
S -7.77502 23.00211 -21.00497 0.953
C -8.28362 23.98101 -22.49975 -1.066
O -9.01419 22.36939 -20.55182 -0.649
O -7.02148 23.92515 -20.17343 -0.418
H -5.64727 20.65443 -23.62852 0.362
H -6.67757 19.14740 -23.60928 0.379
H -5.68052 19.61616 -22.33646 0.208
H -8.07750 21.27374 -23.25718 0.368
H -7.97205 20.16197 -21.89387 0.226
H -7.91559 23.67430 -23.47882 0.314
H -7.99788 24.97566 -22.15750 0.357
H -9.36157 23.85716 -22.60364 0.410
C -1.13251 32.21548 -24.62292 -1.149
C -1.89326 30.93341 -24.10539 -0.277
O -1.00890 30.02570 -23.53132 -0.296
S -1.60852 28.72925 -22.55401 1.100
C -0.15680 27.73262 -22.43918 -0.353
O -1.84407 29.40690 -21.28216 -0.581
O -2.70089 28.09921 -23.27200 -0.627
H -0.39465 31.97681 -25.38888 0.305
H -0.49248 32.38333 -23.75673 0.291
H -1.76975 33.09255 -24.73585 0.348
H -2.72612 31.11898 -23.42716 0.363
H -2.40117 30.47883 -24.95598 0.290
H 0.74921 28.33104 -22.34358 0.350
H -0.19442 27.14933 -23.35922 0.125
H -0.15371 27.00461 -21.62795 0.066
C -6.66229 26.54555 -17.98153 -1.430
C -5.35374 26.03555 -18.36097 0.412
O -4.47000 27.16798 -18.16872 -0.307
S -2.91954 27.05741 -18.62038 1.024
C -2.69071 28.95705 -18.41746 -1.049
O -2.17018 26.33348 -17.63969 -0.688
O -2.77795 26.70725 -20.06791 -0.451
H -7.45388 25.84188 -18.23908 0.341
H -6.77689 27.45409 -18.57275 0.366
H -6.78208 26.85859 -16.94434 0.345
H -5.13263 25.11560 -17.81977 0.291
H -5.24194 25.72418 -19.39955 -0.006
H -2.42013 29.15897 -17.38107 0.402
H -3.62794 29.36050 -18.80080 0.313
H -1.78923 29.37190 -18.86837 0.342
O 4.97800 23.75009 -23.03154 -0.577
C 4.20818 22.87385 -23.32684 0.662
O 4.10591 22.39731 -24.49776 -0.374
C 3.22861 21.27243 -24.54420 -0.343
C 2.83290 21.21592 -23.12663 0.114
O 3.37239 22.28142 -22.50180 -0.211
H 2.43753 21.35754 -25.28922 0.270
H 3.75051 20.35322 -24.81019 0.268
H 3.05942 20.23681 -22.70457 0.229
H 1.75631 21.35238 -23.02453 -0.018
O 0.82090 24.86046 -17.00838 -0.453
H -0.02713 25.27498 -17.16729 0.257
H 0.93441 24.90249 -16.05887 0.268

[3]
132
Properties=species:S:1:pos:R:3:mulliken_charge:R:1 method="wB97M-V/def2-TZVPD" e_homo_ev="-11.54 / -11.79" multiplicity=5 s_squared=6.068 gap_ha="0.266 / 0.297" total_charge=+1 largest_force_ev_per_a=4.815
Cr 1.36169 4.06498 1.27006 1.131
C -0.88787 0.81462 0.69775 0.072
C 0.04440 1.40095 -0.37319 1.976
C -0.53843 1.17869 -1.73861 -0.207
O 0.48176 2.68525 -0.11334 -0.660
H -1.19726 -0.22323 0.57437 -0.523
H -1.77997 1.41946 0.86038 0.561
H -0.23520 0.78515 1.57026 -0.532
H 0.88405 0.72264 -0.52478 -0.914
H 0.21600 1.37285 -2.50100 -0.260
H -1.43153 1.78906 -1.87251 -0.142
H -0.85235 0.14938 -1.91208 -0.195
O -5.44933 5.28784 -1.73715 -0.591
S -5.45011 3.84425 -1.50494 1.126
O -5.31875 3.23711 -0.18751 -0.559
O -6.76822 3.15498 -2.27367 -0.302
C -7.03262 1.77114 -2.00138 0.070
C -7.96064 1.32388 -3.04291 -1.332
C -4.05525 3.07671 -2.45858 -0.999
H -7.36960 1.65962 -0.97080 0.294
H -6.09714 1.22337 -2.11509 0.198
H -8.94698 1.76360 -2.89496 0.331
H -8.13613 0.24891 -3.00118 0.383
H -7.67232 1.67022 -4.03538 0.314
H -4.00654 2.00685 -2.25570 0.251
H -3.09987 3.58092 -2.31328 0.395
H -4.36115 3.30233 -3.48016 0.415
O 2.20992 -3.21830 6.04972 -0.598
S 0.92749 -3.70525 5.57832 1.166
O -0.22903 -3.75344 6.45748 -0.597
O 0.45921 -2.88402 4.23251 -0.139
C -0.78057 -3.32933 3.54823 -0.373
C -1.65907 -2.11695 3.27171 -0.738
C 1.12418 -5.50119 4.92353 -0.915
H -1.32005 -4.05240 4.15997 0.697
H -0.49313 -3.91410 2.67444 0.018
H -1.04845 -1.35042 2.79456 -0.372
H -2.04213 -1.60209 4.15278 0.504
H -2.55466 -2.32460 2.68615 0.420
H 0.11284 -5.90742 4.90716 0.301
H 1.56542 -6.04133 5.76118 0.415
H 1.68199 -5.50659 3.98709 0.254
O 5.70158 2.37013 0.08327 -0.568
S 4.34291 2.73561 -0.37241 0.644
O 3.32557 3.27252 0.56025 -0.237
O 4.58258 3.77920 -1.59075 -0.187
C 5.61793 3.57349 -2.49158 -0.100
C 6.49763 4.83451 -2.66733 -1.363
C 3.59133 1.27281 -1.40571 -0.313
H 5.15142 3.54344 -3.47624 0.099
H 6.23494 2.69103 -2.32228 0.504
H 7.24039 4.59488 -3.42824 0.383
H 6.88006 5.11490 -1.68590 0.327
H 5.82597 5.61990 -3.01396 0.325
H 4.37965 1.02777 -2.11748 0.644
H 2.67844 1.68765 -1.83307 -0.129
H 3.37889 0.57927 -0.59209 0.020
O 2.90977 -2.20684 -0.73571 -0.608
S 1.65553 -2.88272 -0.57155 0.925
O 0.95455 -2.94754 0.74139 -0.202
O 0.64671 -2.33380 -1.75568 0.073
C 1.22023 -1.81341 -2.98132 0.228
C 0.14527 -1.72285 -4.07958 -1.166
C 1.73013 -4.66118 -1.18170 -1.096
H 2.08572 -2.39469 -3.29936 0.582
H 1.51366 -0.78169 -2.78753 -0.350
H -0.41119 -2.64170 -4.26441 0.361
H 0.45012 -1.28527 -5.03020 0.204
H -0.60929 -1.07320 -3.63607 0.195
H 2.53471 -4.83101 -1.89719 0.350
H 0.82929 -4.71373 -1.79311 0.304
H 1.69457 -5.40433 -0.38510 0.386
O 3.13073 1.16040 4.85729 -0.676
S 2.82207 1.13178 3.38126 1.062
O 2.18958 2.28917 2.79095 -0.157
O 4.13462 0.67313 2.63025 -0.250
C 4.90864 -0.45367 3.05137 -0.484
C 5.35011 -1.25103 1.78307 -0.706
C 1.78511 -0.33911 2.95010 -0.366
H 4.47362 -1.12583 3.79101 0.377
H 5.71718 -0.00697 3.63002 0.340
H 4.46887 -1.67291 1.29983 0.025
H 5.99402 -2.07451 2.09188 0.450
H 5.92402 -0.57883 1.14521 0.228
H 0.78445 -0.23913 3.37056 -0.095
H 2.34731 -1.13447 3.43941 0.469
H 1.67752 -0.40466 1.86741 -0.080
O -1.64624 -5.42456 -0.73764 -0.599
S -2.85732 -4.59737 -0.58458 1.121
O -4.01322 -4.80386 -1.42928 -0.637
O -3.32030 -4.83071 1.01445 -0.194
C -3.12138 -6.08522 1.50554 -0.174
C -3.87681 -6.08719 2.86912 -1.268
C -2.49749 -2.69972 -0.44249 -0.502
H -2.05846 -6.13851 1.74105 0.187
H -3.48966 -6.87986 0.85668 0.466
H -4.90134 -5.77792 2.66224 0.363
H -3.61985 -5.24189 3.50749 0.250
H -3.90015 -7.04732 3.38460 0.381
H -2.19308 -2.51598 -1.47287 0.356
H -1.67629 -2.52126 0.25169 -0.390
H -3.45598 -2.30687 -0.10328 0.542
O 3.04551 0.50122 -4.64748 -0.599
S 2.56156 1.85713 -5.01076 1.424
O 2.66935 2.98721 -4.11514 -0.591
O 3.26913 2.23183 -6.53248 -0.408
C 2.94936 1.43041 -7.62962 -0.384
C 2.01493 2.13994 -8.57591 -1.009
C 0.70487 1.73521 -5.47671 -0.557
H 2.52141 0.46277 -7.36766 0.239
H 3.93466 1.09604 -7.95441 0.454
H 2.43368 3.10249 -8.86959 0.299
H 0.99715 2.24068 -8.19893 0.246
H 1.80396 1.50503 -9.43641 0.386
H 0.39188 2.67331 -5.93508 0.425
H 0.18398 1.57756 -4.53229 -0.061
H 0.57715 0.86996 -6.12719 0.329
O -0.29678 3.09193 2.93236 -0.287
S -1.19925 2.58556 4.01810 1.007
O -0.86992 1.40182 4.80735 -0.624
O -1.59603 3.79303 5.11683 -0.241
C -2.56419 3.50195 6.13232 -0.017
C -2.31745 4.32037 7.35001 -1.448
C -2.90220 2.28278 3.30042 -0.972
H -2.46419 2.48073 6.50007 0.306
H -3.56145 3.69832 5.73861 0.307
H -2.61230 5.36564 7.25749 0.337
H -1.28295 4.26177 7.68830 0.345
H -2.94200 4.03745 8.19735 0.402
H -2.86648 1.46782 2.57744 0.191
H -3.16641 3.17896 2.73903 0.450
H -3.57100 1.99865 4.11286 0.429